# 1
Density functional theory data (ωB97M-V/def2-TZVPD) for a molecular structure, C21H19F5MoN2S2.

Values from the calculation:
Charge   +2
E_LUMO (spin up / spin down)   -0.308 / -0.301 hartree
ΔE to the lowest compared entry with this formula, charge and spin   4.7 kcal/mol
Multiplicity   3
Frontier orbital gap (spin up / spin down)   0.2180 / 0.2319 Eh
Molar mass   554.5 g/mol
HOMO energy (spin up / spin down)   -14.3 / -14.5 eV

```
50
C21H19F5MoN2S2 ωB97M-V/def2-TZVPD
Mo -0.938 0.097 -0.016
F 0.296 -5.100 -4.200
C 0.507 -4.054 -3.432
C -0.566 -3.398 -2.857
F -1.806 -3.811 -3.061
C -0.299 -2.312 -2.069
F -1.356 -1.633 -1.506
C 0.960 -1.846 -1.804
S 1.215 -0.409 -0.828
C 2.018 -2.531 -2.370
F 3.264 -2.147 -2.123
C 1.797 -3.618 -3.190
F 2.813 -4.250 -3.739
C -5.280 1.392 -1.174
C -4.560 0.478 -0.374
C -3.239 0.727 -0.130
C -2.572 1.864 -0.672
C -1.180 2.052 -0.423
C -0.539 3.192 -0.874
C -1.283 4.143 -1.580
C -2.622 3.939 -1.871
C -3.303 2.780 -1.447
C -4.680 2.516 -1.677
H -6.328 1.204 -1.367
H -5.059 -0.384 0.051
H -2.758 0.145 0.670
H 0.521 3.353 -0.715
H -0.792 5.046 -1.923
H -3.171 4.693 -2.427
H -5.262 3.230 -2.254
C 1.547 2.244 2.471
N 2.144 0.901 2.331
C 3.563 0.912 1.895
C 1.418 -0.211 2.352
S -0.373 -0.072 2.195
N 1.928 -1.409 2.570
C 3.185 -1.618 3.328
C 1.210 -2.659 2.258
H 2.323 2.914 2.831
H 0.738 2.245 3.192
H 1.182 2.606 1.514
H 3.689 1.761 1.227
H 3.798 0.008 1.344
H 4.245 1.032 2.733
H 3.461 -0.725 3.874
H 4.000 -1.926 2.674
H 3.000 -2.410 4.051
H 0.664 -2.573 1.333
H 0.529 -2.931 3.065
H 1.953 -3.445 2.145
```



# 2
Density functional theory data (ωB97M-V/def2-TZVPD) for a single C5H6F2N2 molecule.

Values from the calculation:
Charge   0
E_LUMO   0.026 hartree
ΔE to the lowest compared entry with this formula, charge and spin   24.4 kcal/mol
Frontier orbital gap   0.3953 Eh
Molar mass   132.1 g/mol
HOMO energy   -10.0 eV

```
15
C5H6F2N2 ωB97M-V/def2-TZVPD
N 1.289 -0.408 -1.192
C 1.191 0.139 0.087
F 2.416 0.538 0.642
C 0.464 -0.720 1.094
C -0.844 -0.777 0.931
C -1.490 0.060 -0.109
F -2.882 0.259 0.046
C -0.830 1.377 -0.223
N 0.430 1.472 -0.123
H 1.742 -1.293 -1.136
H 1.745 0.189 -1.879
H 1.048 -1.370 1.745
H -1.406 -1.383 1.623
H -1.376 -0.425 -1.122
H -1.497 2.343 -0.382
```



# 3
Density functional theory data (ωB97M-V/def2-TZVPD) for a molecular structure, C25H17MnN2O10PS.

Values from the calculation:
Charge   0
E_LUMO (spin up / spin down)   -0.102 / -0.072 hartree
ΔE to the lowest compared entry with this formula, charge and spin   16.8 kcal/mol
Multiplicity   2
Frontier orbital gap (spin up / spin down)   0.2557 / 0.2860 Eh
Molar mass   623.4 g/mol
HOMO energy (spin up / spin down)   -9.7 / -9.7 eV

```
57
C25H17MnN2O10PS ωB97M-V/def2-TZVPD
Mn 1.112 0.878 2.051
C -0.581 -1.515 -3.058
C 0.257 -2.161 -2.159
C 0.202 -1.846 -0.811
C -0.716 -0.899 -0.354
C -1.559 -0.257 -1.256
C -1.483 -0.561 -2.607
P -0.699 -0.491 1.402
C -1.510 -1.800 2.328
C -1.595 -1.647 3.712
C -2.207 -2.627 4.474
C -2.724 -3.762 3.861
C -2.628 -3.918 2.488
C -2.019 -2.939 1.716
C -1.532 1.069 1.716
C -2.855 1.512 1.755
C -3.078 2.807 2.185
C -2.024 3.633 2.587
C -0.710 3.189 2.573
C -0.489 1.894 2.126
H -0.528 -1.754 -4.112
H 0.968 -2.900 -2.507
H 0.886 -2.324 -0.119
H -2.250 0.504 -0.914
H -2.128 -0.049 -3.309
H -1.174 -0.771 4.193
H -2.271 -2.508 5.547
H -3.197 -4.528 4.459
H -3.026 -4.804 2.012
H -1.949 -3.064 0.644
H -3.679 0.867 1.476
H -4.089 3.191 2.225
H -2.248 4.637 2.924
H 0.109 3.817 2.895
O 3.145 -0.168 2.457
S 2.855 0.787 3.526
O 3.647 0.850 4.696
O 1.305 0.386 3.803
O 2.527 2.084 2.829
O 0.372 2.797 -0.627
C 1.103 1.844 -0.694
O 1.475 1.135 0.363
C 1.681 1.341 -1.980
C 2.570 0.274 -2.010
C 3.010 -0.178 -3.241
C 2.612 0.384 -4.440
C 1.723 1.441 -4.359
C 1.249 1.934 -3.158
N 1.244 2.052 -5.615
O 1.685 1.605 -6.652
O 0.435 2.950 -5.524
N 3.907 -1.348 -3.284
O 4.103 -1.938 -2.243
O 4.347 -1.670 -4.367
H 2.906 -0.202 -1.100
H 2.964 0.012 -5.389
H 0.548 2.755 -3.137
```



# 4
Density functional theory data (ωB97M-V/def2-TZVPD) for a molecular structure, C30H26N7RuS.

Values from the calculation:
Charge   +3
E_LUMO (spin up / spin down)   -0.335 / -0.427 hartree
ΔE to the lowest compared entry with this formula, charge and spin   0.0 kcal/mol
Multiplicity   5
Frontier orbital gap (spin up / spin down)   0.2480 / 0.1557 Eh
Molar mass   617.7 g/mol
HOMO energy (spin up / spin down)   -15.9 / -15.8 eV

```
65
C30H26N7RuS ωB97M-V/def2-TZVPD
Ru 0.441 -0.142 -0.669
C -1.725 6.335 -2.903
C -1.464 4.891 -2.655
C -2.352 3.905 -3.144
C -2.129 2.586 -2.902
C -0.982 2.147 -2.174
N -0.787 0.845 -1.921
C -1.850 -0.071 -1.829
C -3.050 0.248 -1.163
C -4.110 -0.628 -1.179
C -4.031 -1.860 -1.846
C -5.190 -2.805 -1.859
C -2.816 -2.211 -2.453
C -1.753 -1.343 -2.440
N -0.493 -1.715 -2.976
C -0.153 -2.373 -4.096
C 1.212 -2.593 -4.060
C 1.640 -2.048 -2.858
N 0.598 -1.519 -2.192
C -0.050 3.143 -1.742
C -0.325 4.472 -1.948
N 1.169 2.798 -1.092
C 2.281 3.563 -1.046
C 3.227 2.924 -0.278
C 2.628 1.742 0.112
N 1.366 1.659 -0.367
H -2.777 6.574 -2.738
H -1.514 6.568 -3.953
H -1.107 6.981 -2.284
H -3.221 4.210 -3.713
H -2.811 1.838 -3.282
H -3.137 1.206 -0.665
H -5.028 -0.360 -0.671
H -6.136 -2.270 -1.805
H -5.138 -3.464 -0.987
H -5.185 -3.434 -2.747
H -2.709 -3.183 -2.920
H -0.891 -2.634 -4.840
H 1.811 -3.084 -4.808
H 2.635 -2.005 -2.443
H 0.330 5.231 -1.543
H 2.340 4.498 -1.578
H 4.223 3.267 -0.053
H 3.034 0.937 0.701
S 2.706 -3.744 4.291
C 2.148 -2.748 3.026
C 1.665 -1.428 3.177
C 1.249 -0.740 2.080
N 1.269 -1.254 0.812
C 1.710 -2.543 0.674
C 2.148 -3.290 1.718
C 2.547 -2.699 5.721
C 1.362 -2.686 6.435
C 1.305 -1.867 7.559
N 2.326 -1.118 7.967
C 3.464 -1.166 7.281
C 3.632 -1.949 6.141
H 1.619 -0.963 4.152
H 0.869 0.269 2.186
H 1.690 -2.951 -0.326
H 2.493 -4.300 1.542
H 0.515 -3.293 6.145
H 0.400 -1.820 8.153
H 4.283 -0.564 7.654
H 4.580 -1.975 5.621
```



# 5
Density functional theory data (ωB97M-V/def2-TZVPD) for a gas-phase ion, C2H5N2S3 (charge +1).

Values from the calculation:
Charge   +1
E_LUMO   -0.194 hartree
ΔE to the lowest compared entry with this formula, charge and spin   48.2 kcal/mol
Frontier orbital gap   0.2924 Eh
Molar mass   153.3 g/mol
HOMO energy   -13.2 eV

```
12
C2H5N2S3 ωB97M-V/def2-TZVPD
C 0.840 -0.292 -0.825
C -0.595 0.175 0.286
N 0.712 -1.864 1.170
N -0.899 1.525 0.155
S 0.944 0.307 -2.401
S 1.774 -1.500 -0.159
S 0.007 -0.402 1.936
H -1.283 -0.478 -0.139
H 0.992 -2.555 1.811
H -0.575 2.129 0.944
H -1.841 1.721 -0.295
H -0.077 1.235 -2.482
```



# 6
Density functional theory data (ωB97M-V/def2-TZVPD) for a single C17H13NO4 molecule.

Values from the calculation:
Charge   0
E_LUMO   0.006 hartree
ΔE to the lowest compared entry with this formula, charge and spin   0.4 kcal/mol
Frontier orbital gap   0.3127 Eh
Molar mass   295.3 g/mol
HOMO energy   -8.4 eV

```
35
C17H13NO4 ωB97M-V/def2-TZVPD
C 1.869 0.916 -1.332
C 1.269 -0.449 -1.090
C 0.669 -1.010 -2.404
C 2.239 -1.397 -0.474
C 3.414 -1.894 -1.027
C 4.135 -2.807 -0.291
C 3.735 -3.246 1.006
C 2.511 -2.772 1.485
C 1.792 -1.872 0.749
N 0.562 -1.255 1.017
C 0.255 -0.386 -0.016
C -0.861 0.393 0.019
C -1.821 0.263 1.107
O -2.879 1.110 1.058
C -3.791 1.113 2.106
O -4.813 2.024 2.050
C -3.788 0.170 3.095
C -2.657 -0.760 3.133
O -2.652 -1.601 4.018
C -1.589 -0.642 2.120
C -0.329 -1.436 2.085
O -0.032 -2.244 2.953
H 2.789 0.872 -1.914
H 2.181 1.379 -0.369
H 1.167 1.576 -1.787
H 1.387 -1.133 -3.188
H 0.301 -2.007 -2.190
H -0.166 -0.413 -2.790
H 3.754 -1.549 -2.001
H 5.052 -3.164 -0.773
H 4.295 -3.915 1.608
H 2.126 -3.104 2.494
H -1.054 1.104 -0.762
H -5.374 1.977 2.837
H -4.569 0.132 3.847
```



# 7
Density functional theory data (ωB97M-V/def2-TZVPD) for a single C4H7NS molecule.

Values from the calculation:
Charge   0
E_LUMO   0.008 hartree
ΔE to the lowest compared entry with this formula, charge and spin   122.9 kcal/mol
Frontier orbital gap   0.3375 Eh
Molar mass   101.2 g/mol
HOMO energy   -9.0 eV

```
13
C4H7NS ωB97M-V/def2-TZVPD
C 1.120 -1.139 0.140
N 2.047 -0.001 -0.038
C 1.065 1.173 -0.281
C -0.234 0.782 0.409
S -1.976 -0.038 0.010
C -0.321 -0.672 -0.297
H 1.340 -1.711 1.153
H 1.537 -1.895 -0.688
H 2.515 -0.039 0.982
H 0.776 1.315 -1.320
H 1.467 2.173 0.014
H -0.145 0.716 1.538
H 0.012 -0.814 -1.398
```



# 8
Density functional theory data (ωB97M-V/def2-TZVPD) for 2 unconnected molecules or ions with the total composition C3H3N3O.

Values from the calculation:
Charge   0
E_LUMO   -0.021 hartree
ΔE to the lowest compared entry with this formula, charge and spin   84.7 kcal/mol
Frontier orbital gap   0.2925 Eh
Molar mass   97.1 g/mol
HOMO energy   -8.5 eV

```
10
C3H3N3O ωB97M-V/def2-TZVPD
N 0.579 -0.889 -0.922
C 0.176 0.295 -0.700
C 0.406 1.390 -0.088
N 0.248 2.598 0.218
H 0.203 -1.348 -1.706
H -0.418 3.120 -0.232
N -3.724 -1.669 0.543
C -3.323 -0.665 0.062
O -2.899 0.278 -0.540
H -3.490 -2.489 1.033
```



# 9
Density functional theory data (ωB97M-V/def2-TZVPD) for 4 unconnected molecules or ions with the total composition C24H29N2O6.

Values from the calculation:
Charge   +1
E_LUMO   -0.099 hartree
ΔE to the lowest compared entry with this formula, charge and spin   59.1 kcal/mol
Frontier orbital gap   0.2858 Eh
Molar mass   441.5 g/mol
HOMO energy   -10.5 eV

```
61
C24H29N2O6 ωB97M-V/def2-TZVPD
C -0.300 0.307 -3.545
C -0.343 1.301 -2.472
N 0.970 1.593 -1.779
C 1.089 1.400 -0.465
C 2.466 1.607 -0.205
N 3.090 1.827 -1.429
C 2.033 1.811 -2.451
C 4.485 1.811 -1.793
H -1.261 0.194 -3.946
H 0.219 -0.537 -3.249
H 0.127 0.620 -4.414
H -1.100 0.730 -1.679
H -0.984 2.098 -2.610
H 0.268 1.322 0.339
H 3.192 1.383 0.609
H 1.948 1.820 -3.633
H 5.115 2.359 -0.904
H 4.665 2.537 -2.766
H 5.030 1.013 -2.097
C 2.715 -1.682 2.046
C 3.886 -1.277 1.114
C 4.737 -0.197 1.531
C 4.554 0.413 2.808
C 3.459 0.012 3.622
C 2.563 -0.967 3.214
O 1.530 -1.170 4.021
O 5.692 0.322 0.732
H 2.077 -2.372 1.499
H 4.257 -1.621 -0.014
H 5.185 1.327 3.076
H 3.344 0.628 4.652
H 0.739 -1.594 3.649
H 6.421 1.070 1.090
C -3.654 2.947 1.939
C -2.586 2.164 2.729
C -2.161 0.927 2.163
C -2.656 0.688 0.822
C -3.629 1.351 0.094
C -4.133 2.539 0.730
O -4.979 3.351 0.013
O -1.135 0.166 2.532
H -4.070 3.694 2.798
H -2.274 2.605 3.535
H -2.373 -0.145 0.332
H -3.891 1.159 -1.131
H -5.573 2.990 -0.647
H -0.660 0.769 3.141
C -3.621 -2.936 0.142
C -2.320 -3.708 0.329
C -1.501 -3.733 -0.746
C -1.764 -3.267 -2.012
C -2.908 -2.407 -2.198
C -3.784 -2.248 -1.004
O -4.969 -1.504 -1.148
O -0.363 -4.591 -0.720
H -4.291 -2.825 0.912
H -2.192 -4.037 1.337
H -1.103 -3.222 -2.810
H -3.147 -1.882 -3.108
H -5.489 -1.401 -1.994
H -0.641 -5.530 -0.580
```



# 10
Density functional theory data (ωB97M-V/def2-TZVPD) for 2 unconnected molecules or ions with the total composition C4H14N3.

Values from the calculation:
Charge   +1
E_LUMO   -0.162 hartree
ΔE to the lowest compared entry with this formula, charge and spin   68.8 kcal/mol
Frontier orbital gap   0.3640 Eh
Molar mass   104.2 g/mol
HOMO energy   -14.3 eV

```
21
C4H14N3 ωB97M-V/def2-TZVPD
C 0.770 -0.641 2.071
C 2.044 -0.139 2.614
H 0.394 -1.599 2.525
H 0.053 0.145 2.121
H 0.882 -0.807 1.067
H 2.168 0.275 3.657
H 2.450 0.479 1.882
H 2.641 -1.033 2.654
C -1.562 1.416 -0.267
C -0.512 -0.038 -1.875
N -0.769 1.284 -1.631
N 0.668 -0.284 -2.425
N -1.510 -1.071 -1.897
H -1.349 1.744 -2.456
H 1.500 0.302 -2.068
H 0.991 -1.146 -2.493
H -2.493 -1.001 -1.684
H -1.134 -2.110 -2.108
H -0.813 1.435 0.576
H -2.091 0.516 -0.095
H -2.329 2.274 -0.169
```



# 11
Density functional theory data (ωB97M-V/def2-TZVPD) for 2 unconnected molecules or ions with the total composition C6H11Cl3.

Values from the calculation:
Charge   0
E_LUMO (spin up / spin down)   -0.047 / 0.001 hartree
ΔE to the lowest compared entry with this formula, charge and spin   12.2 kcal/mol
Frontier orbital gap (spin up / spin down)   0.2576 / 0.3339 Eh
Molar mass   189.5 g/mol
HOMO energy (spin up / spin down)   -8.3 / -9.1 eV

```
20
C6H11Cl3 ωB97M-V/def2-TZVPD
C 0.525 1.231 0.891
C 0.609 -1.273 0.652
C 2.102 0.022 -0.769
C -0.284 0.022 -1.087
C 0.758 0.103 -0.042
C -2.878 0.034 0.000
Cl -3.582 1.053 -1.272
Cl -3.394 -1.654 -0.086
Cl -3.134 0.800 1.719
H -0.476 1.479 1.007
H 0.868 0.913 1.836
H 1.066 2.171 0.622
H 0.933 -1.474 1.634
H -0.505 -1.444 0.851
H 1.033 -2.046 0.035
H 2.939 0.003 -0.062
H 2.109 -0.872 -1.278
H 2.420 0.931 -1.542
H -0.546 0.922 -1.592
H -0.562 -0.921 -1.517
```



# 12
Density functional theory data (ωB97M-V/def2-TZVPD) for a molecular structure, C31H41N3OS4Tb.

Values from the calculation:
Charge   +1
E_LUMO (spin up / spin down)   -0.099 / -0.093 hartree
Multiplicity   7
Frontier orbital gap (spin up / spin down)   0.2926 / 0.2918 Eh
Molar mass   758.9 g/mol
HOMO energy (spin up / spin down)   -10.6 / -10.5 eV

```
81
C31H41N3OS4Tb ωB97M-V/def2-TZVPD
Tb 9.344 13.621 12.391
C 10.481 11.569 15.033
N 9.227 11.840 14.314
C 8.336 12.676 15.181
C 8.605 10.644 13.692
C 7.633 10.902 12.605
C 6.894 9.824 12.127
C 6.041 9.999 11.053
C 5.825 11.254 10.517
C 6.620 12.317 10.924
C 7.515 12.136 11.960
H 10.412 10.908 15.883
H 10.853 12.589 15.399
H 11.211 11.141 14.339
H 7.874 12.024 15.940
H 7.569 13.175 14.592
H 8.971 13.460 15.650
H 8.111 10.066 14.510
H 9.430 9.972 13.327
H 7.109 8.817 12.496
H 5.506 9.117 10.670
H 5.070 11.418 9.778
H 6.522 13.280 10.405
O 8.647 14.392 10.549
C 9.036 15.722 10.425
C 8.469 16.329 9.107
C 9.056 17.300 8.342
C 8.284 17.709 7.278
C 7.058 17.136 7.285
S 6.850 15.905 8.480
C 10.571 15.807 10.523
C 11.493 15.363 9.564
C 12.791 15.022 10.086
C 12.802 15.155 11.442
S 11.350 15.878 12.113
C 8.465 16.510 11.600
C 9.041 17.575 12.310
C 8.382 17.826 13.559
C 7.351 16.970 13.809
S 7.153 15.826 12.552
H 10.045 17.737 8.559
H 8.580 18.407 6.486
H 6.213 17.428 6.661
H 11.141 15.259 8.541
H 13.601 14.561 9.486
H 13.676 14.962 12.070
H 9.897 18.088 11.984
H 8.777 18.568 14.213
H 6.619 17.045 14.636
C 10.381 5.710 10.446
C 10.330 6.577 9.116
C 9.116 7.479 9.014
C 9.451 8.912 8.534
N 10.008 9.699 9.636
C 10.094 11.041 9.668
S 10.954 11.718 10.991
N 9.617 11.823 8.588
C 10.671 11.969 7.581
C 10.233 12.704 6.333
C 8.931 12.260 5.555
C 7.593 12.839 6.128
H 11.095 4.926 10.269
H 9.413 5.294 10.742
H 10.773 6.371 11.280
H 10.373 5.822 8.301
H 11.261 7.230 9.050
H 8.554 7.515 10.001
H 8.433 7.066 8.285
H 8.566 9.383 8.092
H 10.219 8.880 7.689
H 10.151 9.170 10.507
H 9.343 12.774 8.963
H 11.001 10.973 7.339
H 11.528 12.457 8.062
H 11.115 12.705 5.714
H 10.071 13.766 6.593
H 8.900 11.182 5.434
H 9.107 12.642 4.527
H 7.032 12.085 6.690
H 6.980 13.190 5.296
H 7.846 13.717 6.713
```



Q: Number 7 is which compound?
A: C4H7NS



Q: Which of these has the highest molar mass?
A: C31H41N3OS4Tb



Q: What is the formula in the second record?
A: C5H6F2N2